2 unconnected molecules or ions with the total composition C27H57ClFN2O2 in a non-equilibrium geometry, computed with ωB97M-V/def2-TZVPD.

Values from the calculation:
Net charge   -1
ΔE to the lowest compared entry with this formula, charge and spin   0.0 kcal per mole

Last column: Löwdin charge in e.
CARTESIAN COORDINATES (ANGSTROEM)
F 0.36 3.05 -0.29  -0.01
N -4.08 2.95 -0.98  0.01
H 1.28 4.55 -4.71  0.10
H 0.84 -0.45 4.72  0.06
H -4.23 0.49 -0.49  0.09
C 1.52 -1.22 -0.55  -0.24
H -0.06 2.05 -5.70  0.12
C -2.58 -2.85 0.64  -0.19
H -0.74 -2.26 2.47  0.09
H 2.23 0.89 2.61  0.08
H 4.91 -1.23 1.46  0.11
H -1.79 -4.80 1.24  0.11
H 2.07 -4.87 2.58  0.11
H 0.27 -3.76 4.13  0.10
H -4.21 -1.55 -1.50  0.05
H 0.61 1.15 -1.47  0.10
H 4.73 0.68 2.85  0.11
H -2.83 -3.27 -1.41  -0.02
C -1.40 1.84 -3.24  -0.15
C 0.45 -0.31 0.02  -0.15
H -1.15 3.82 1.85  0.08
O -2.32 0.77 0.22  -0.08
H -1.39 0.77 -3.40  0.11
H -1.42 -2.37 -1.08  0.07
H -4.93 3.36 -1.35  0.07
H -3.72 -0.59 0.72  0.11
C 3.35 0.05 4.28  -0.22
H -3.50 -3.41 0.72  0.12
H 2.16 -1.58 0.24  0.08
C -0.06 2.95 -5.08  -0.23
H 1.09 -2.10 -1.02  0.11
H 3.27 -0.68 1.55  0.08
C 2.29 -2.82 3.10  -0.21
H 0.13 0.39 3.37  0.05
C -3.22 -1.21 -1.22  -0.20
C -1.94 2.23 -1.86  -0.23
H -1.62 3.26 -1.75  0.13
H 0.31 4.67 -7.07  0.07
C 0.82 0.49 4.19  -0.09
C -1.45 -3.78 1.13  -0.19
H 4.41 -2.88 3.28  0.11
H 0.41 1.23 4.85  0.06
H 2.99 -0.83 4.78  0.09
C 0.15 -4.11 3.11  -0.21
H 2.38 1.90 4.00  0.10
H -2.53 2.98 1.24  0.07
C 2.21 0.88 3.69  -0.24
H 0.13 3.34 -2.99  0.11
H 2.37 -3.01 4.16  0.11
C -2.44 -2.44 -0.82  -0.25
C -0.70 2.40 0.34  -0.32
H 1.73 -1.90 2.97  0.09
C -3.39 -0.12 -0.19  -0.18
C -0.97 -3.31 2.50  -0.23
C 1.21 3.70 -5.38  -0.28
C 4.45 -0.27 3.28  -0.21
H 3.85 -3.28 1.69  0.10
C -1.60 3.44 0.95  -0.02
H -3.79 1.40 -2.27  0.11
H -2.15 2.22 -3.92  0.10
C 1.25 4.20 -6.82  -0.12
H 1.40 3.37 -7.50  0.07
Cl -4.65 -3.83 -2.70  -0.57
C 3.69 -2.60 2.51  -0.19
H -0.15 -5.15 3.21  0.11
C 4.05 -1.17 2.12  -0.21
H -0.46 -0.16 -1.85  0.11
H -0.28 -0.90 0.55  0.10
H 0.96 0.30 0.76  0.09
H 5.32 -0.65 3.79  0.10
H -2.80 -0.80 -2.13  0.10
C 1.52 -3.95 2.45  -0.20
C -0.08 2.49 -3.64  -0.21
O 2.35 -0.53 -1.50  -0.06
H -0.29 1.85 1.17  0.12
H -1.84 -3.40 3.14  0.11
H -1.82 4.24 0.25  0.07
H -4.26 2.38 -0.16  0.06
H -2.59 -2.02 1.33  0.08
H -0.92 3.58 -5.27  0.11
N -3.38 2.28 -2.00  -0.10
C -1.36 1.41 -0.64  -0.32
H 1.38 -3.79 1.39  0.10
H 2.34 -1.03 -2.33  0.09
H 3.83 0.66 5.05  0.10
H 2.05 4.91 -6.96  0.06
H 2.06 3.06 -5.20  0.11
H 0.73 1.79 -3.51  0.11
C -0.17 0.53 -1.07  -0.12
H -0.63 -3.74 0.42  0.09

A molecular structure, C43H39BCsI2N8O, computed with ωB97M-V/def2-TZVPD.

Values from the calculation:
Net charge   -1
ΔE to the lowest compared entry with this formula, charge and spin   12.9 kcal per mole

Last column: Löwdin charge in e.
CARTESIAN COORDINATES (ANGSTROEM)
C 4.23 -0.27 1.01  -0.16
N 1.08 -1.91 -1.35  0.10
B -0.17 -0.21 3.41  -0.47
C -3.16 -4.22 -0.11  -0.05
C 0.37 4.36 -3.30  -0.63
C -0.07 -4.38 -1.82  -0.07
C -2.57 -2.98 0.12  -0.18
H 1.08 -2.37 0.64  0.09
C 3.28 -0.29 2.14  -0.27
C -2.40 2.98 0.35  -0.17
H -4.13 -3.84 -3.34  0.09
I -2.53 4.47 -6.51  0.77
H 0.13 -2.78 5.12  0.07
H -1.77 1.14 5.70  0.08
H -2.56 2.16 -2.94  0.11
H 4.51 -0.11 4.01  0.10
C 0.79 -2.29 -2.60  -0.27
H 1.47 -0.85 5.97  0.07
C 4.76 -0.57 -1.32  -0.07
C 5.53 0.19 1.22  -0.04
H -1.90 2.90 5.64  0.08
C -3.18 4.84 -0.99  -0.09
C -1.36 2.04 5.25  -0.03
C 3.56 -0.16 3.52  0.01
N -0.86 -1.46 2.82  0.03
Cs 1.05 1.46 -0.41  1.03
O 2.01 2.79 -2.60  -0.35
C -0.94 -2.81 4.94  -0.03
C 0.20 -3.51 -2.87  -0.03
C -1.95 -2.65 1.41  -0.27
H 7.44 0.64 0.35  0.10
H 6.75 -0.03 -1.94  0.10
H 1.08 0.51 -5.57  0.12
H 0.98 -1.80 -4.68  0.12
C -2.16 2.91 2.96  0.02
C -1.95 -3.37 2.62  0.01
N -1.28 -1.51 1.54  0.14
H 0.07 -4.63 0.31  0.11
C -1.48 2.02 3.76  -0.28
C 0.26 -3.99 -0.54  -0.06
C -3.08 4.07 -2.14  -0.10
H -0.29 -0.27 4.60  0.10
H -3.50 5.87 -1.05  0.10
H -3.10 -1.62 -2.95  0.10
C 2.05 -0.01 5.59  -0.03
H -4.17 -5.50 -1.50  0.09
I 0.79 5.59 -1.65  0.87
C 6.05 -0.11 -1.11  -0.10
C -3.69 -3.60 -2.37  -0.11
H 2.86 -1.04 -0.47  0.04
C -3.72 -4.53 -1.34  -0.10
H -0.04 -3.78 -3.89  0.11
N 1.38 -0.22 3.16  0.03
C 2.32 -0.13 4.13  -0.28
C 3.86 -0.66 -0.27  -0.07
H -0.32 2.12 5.57  0.06
C -1.26 -2.57 3.50  -0.28
H -0.36 -0.05 -3.67  0.11
C 0.83 -2.74 -0.35  -0.13
C -2.65 2.76 -2.04  -0.07
H -2.41 -4.32 2.85  0.10
C -2.56 -2.04 -0.92  -0.03
H -3.17 -4.96 0.68  0.10
H 2.30 -1.24 -3.65  0.12
N -0.92 1.08 2.96  0.03
H -2.72 3.77 3.29  0.10
C -0.62 4.76 -4.17  -0.28
C 0.61 2.27 -4.45  -0.16
H -2.04 1.17 -0.73  0.07
C -0.39 2.66 -5.32  -0.14
N -1.23 1.33 1.67  0.03
C -2.33 2.21 -0.81  -0.08
H -2.88 4.92 1.13  0.11
C 1.21 0.90 -4.55  -0.19
H -0.54 -5.34 -2.01  0.11
H -1.11 5.71 -4.04  0.07
H -1.31 -3.79 5.23  0.07
C -1.00 3.91 -5.20  -0.77
N 1.96 -0.34 1.95  0.05
C -2.83 4.30 0.25  -0.04
C -3.11 -2.35 -2.15  -0.08
H 5.83 0.51 2.21  0.10
C 1.21 -1.35 -3.70  -0.18
H 2.28 0.97 -4.34  0.12
C -1.97 2.43 1.65  -0.27
C 6.43 0.27 0.17  -0.09
C 1.08 3.13 -3.39  -0.55
H 4.45 -0.86 -2.32  0.10
H -2.10 -1.08 -0.74  0.10
H -3.33 4.49 -3.10  0.09
N 0.65 -0.01 -3.55  -0.05
H 1.49 0.90 5.83  0.06
H 3.00 0.03 6.12  0.08
H -1.41 -2.06 5.59  0.08
H -0.70 1.98 -6.11  0.09

18 unconnected molecules or ions with the total composition C36H23Cl68NO4 in a non-equilibrium geometry, computed with ωB97M-V/def2-TZVPD.

Values from the calculation:
ΔE to the lowest compared entry with this formula, charge and spin   0.0 kcal per mole

Last column: Löwdin charge in e.
CARTESIAN COORDINATES (ANGSTROEM)
H 2.67 4.58 -1.93  0.11
H 1.03 2.14 -2.42  0.04
H 0.75 2.56 -0.70  0.10
Cl -6.72 5.14 5.93  0.52
Cl 0.25 -0.60 -1.21  0.56
Cl 4.05 -7.59 1.84  0.47
Cl -2.16 1.09 11.55  0.52
C -0.86 -9.02 -7.91  -2.01
C -0.34 5.51 4.54  -0.09
C 4.82 -7.44 -6.42  -2.04
O 1.35 6.77 2.47  0.09
Cl -6.24 -1.34 -1.42  0.52
C 4.40 2.03 2.18  -0.49
C -0.02 2.61 -6.68  -2.02
H 3.67 2.78 -1.34  0.11
Cl 6.93 -7.05 0.02  0.50
C 6.90 -6.08 -1.47  -2.02
Cl 5.06 -5.94 -5.51  0.50
C 10.77 1.54 9.19  -2.04
H 0.74 5.28 4.34  0.07
C -2.75 -1.60 -6.76  -1.98
Cl -4.10 4.00 6.44  0.54
C 2.77 1.83 0.51  -0.18
H 2.56 2.81 1.01  0.11
Cl 8.32 -5.03 -1.52  0.53
H -2.96 4.37 4.31  0.03
C -2.66 4.41 0.76  0.03
C -10.76 -6.01 -7.78  -2.04
Cl -0.45 -2.33 -3.42  0.51
Cl -3.92 -6.57 -7.32  0.47
Cl 0.75 -8.44 -8.38  0.50
H -3.18 4.14 -0.19  0.12
C 0.84 -1.35 -2.70  -1.98
C 2.91 -3.55 1.50  -2.01
C -0.63 5.22 -0.63  -0.28
Cl -4.78 -1.72 1.06  0.57
Cl 4.46 -4.34 1.85  0.49
Cl 6.77 2.57 8.00  0.50
Cl 9.19 0.84 9.58  0.50
C -4.67 3.50 2.12  -0.14
Cl -2.09 -8.28 -8.96  0.46
H 5.74 3.67 2.68  0.09
C -1.17 5.14 3.28  -0.14
Cl 3.93 -8.60 -5.41  0.52
Cl 4.81 -10.02 0.46  0.51
Cl 11.91 1.18 10.50  0.52
Cl -5.60 5.21 8.60  0.51
Cl 5.64 2.45 5.34  0.59
Cl -8.50 -0.50 -6.50  0.51
H 6.39 2.62 1.31  0.09
C 1.61 5.31 0.52  0.05
Cl 1.82 -3.75 2.88  0.54
C -5.07 -6.19 -8.61  -1.99
Cl 8.25 1.31 5.86  0.51
Cl -4.47 6.87 6.51  0.53
C 4.23 -9.35 1.99  -2.03
Cl -6.00 -0.04 -7.88  0.46
Cl 1.34 -0.08 -3.84  0.51
Cl 2.23 -2.38 -2.33  0.50
Cl 11.37 0.86 7.67  0.51
H -2.85 1.61 0.49  0.06
C 5.84 2.63 2.29  -0.03
Cl -3.33 3.59 10.70  0.49
H -5.68 1.77 1.18  0.04
C 1.47 2.71 -1.56  -0.19
Cl -4.48 -6.85 -10.15  0.51
Cl -4.06 -1.31 -5.60  0.51
Cl -7.35 2.15 -6.56  0.52
H -3.88 0.43 0.91  -0.04
C -7.58 0.66 -7.48  -2.03
C -0.58 5.36 1.97  -0.03
Cl -0.93 -10.78 -8.07  0.53
Cl 5.39 -9.72 3.28  0.52
H 1.90 1.16 0.76  0.11
Cl -1.38 1.98 -5.74  0.49
Cl 1.50 2.29 -5.83  0.50
Cl 6.39 -8.13 -6.86  0.52
Cl 3.18 -1.82 1.20  0.54
Cl -6.65 -6.90 -8.22  0.51
Cl 10.61 3.30 9.03  0.51
Cl -0.15 2.18 7.81  0.50
C 2.85 2.07 -1.06  -0.15
C -1.34 5.00 0.75  -0.06
C -6.40 -1.59 0.33  -2.02
Cl -12.22 -5.00 -7.80  0.52
Cl 7.90 4.18 5.88  0.52
H -5.51 4.19 1.84  0.12
N -3.58 1.38 1.17  -0.01
H -0.38 6.60 4.80  0.10
Cl -2.40 3.28 13.42  0.52
C 1.41 2.91 7.40  -2.02
C 0.92 4.97 -0.60  -0.13
Cl 3.89 -7.10 -7.89  0.50
Cl -3.05 -0.69 -8.26  0.50
Cl -0.50 3.44 11.24  0.51
C -3.26 4.17 2.10  -0.16
H -4.82 2.99 3.11  0.11
Cl -1.22 -1.05 -6.05  0.45
O -1.21 5.59 -1.62  0.11
C -2.10 2.85 11.73  -2.04
O 4.04 1.34 1.04  -0.06
C 0.86 5.94 1.74  -0.30
Cl 2.19 -4.29 0.06  0.48
Cl -8.47 1.01 -8.97  0.52
C -5.22 5.31 6.87  -2.02
Cl 5.43 -5.09 -1.49  0.49
H -4.71 2.78 0.01  0.10
Cl -0.21 4.36 -6.90  0.53
C -4.72 2.32 1.04  -0.29
Cl 2.59 2.54 8.67  0.51
Cl 0.01 1.82 -8.27  0.52
Cl -10.74 -6.98 -6.30  0.52
Cl 1.98 2.27 5.85  0.54
Cl -9.33 -4.97 -7.82  0.49
Cl -10.76 -7.08 -9.19  0.52
Cl 2.66 -10.07 2.39  0.52
Cl 1.21 4.67 7.27  0.56
H 3.02 1.06 -1.52  0.09
H -0.63 4.85 5.40  0.03
C 1.59 4.28 -1.84  -0.11
H 2.71 5.17 0.61  0.13
H 6.48 2.07 3.04  0.04
Cl -5.24 -4.43 -8.75  0.51
Cl -7.29 -3.09 0.64  0.53
O 3.67 2.18 3.13  0.02
Cl 6.91 -7.16 -2.87  0.50
C -2.52 4.54 3.30  0.03
Cl -7.28 -0.23 1.04  0.56
C 7.14 2.63 6.27  -2.00
Cl -1.18 -8.57 -6.22  0.51
H 1.01 4.51 -2.77  0.11
Cl -2.65 -3.33 -7.12  0.51

C4H4N2O2 in the gas phase in a non-equilibrium geometry, computed with ωB97M-V/def2-TZVPD.

Values from the calculation:
ΔE to the lowest compared entry with this formula, charge and spin   84.1 kcal per mole
SMILES string   O=C1NC(=O)[C@@H]2N[C@H]12

Last column: Löwdin charge in e.
CARTESIAN COORDINATES (ANGSTROEM)
C 0.07 -0.95 0.71  -0.34
H 2.14 -0.19 0.85  0.20
N -0.59 0.43 -1.32  0.16
H 0.17 -1.93 1.23  0.18
H -0.50 1.06 1.33  0.17
C 1.03 -0.10 0.40  -0.17
O -2.00 -1.38 -0.54  0.12
O 1.07 2.12 -0.88  -0.01
H -1.16 0.75 -2.15  0.19
C -0.90 -0.89 -0.48  -0.25
C 0.56 0.93 -0.76  -0.36
N 0.10 0.16 1.59  0.11

A molecular structure, C22H20Cl2N4NiO5PTe in a non-equilibrium geometry, computed with ωB97M-V/def2-TZVPD.

Values from the calculation:
Net charge   -1
ΔE to the lowest compared entry with this formula, charge and spin   0.0 kcal per mole

Last column: Löwdin charge in e.
CARTESIAN COORDINATES (ANGSTROEM)
H 1.22 1.85 3.90  0.11
Cl -5.64 3.38 -1.37  0.62
H -0.87 4.33 -1.85  0.10
C -3.95 2.96 -1.50  -0.68
H 3.73 3.01 -2.05  0.12
C -2.44 -1.17 -1.40  -0.45
H -4.36 0.85 -1.39  0.10
C -1.28 2.24 -1.71  -0.17
H 1.62 -2.87 -2.19  0.09
H -0.17 1.49 2.87  0.11
C -3.61 1.61 -1.49  -0.03
H 0.94 -5.22 -1.88  0.10
H 0.38 -1.26 4.68  0.11
H 5.16 -0.95 -1.12  0.11
C -1.70 -1.81 4.90  -0.08
N -0.23 -2.10 -1.76  0.07
H -1.41 -5.71 -1.20  0.11
H 1.14 2.13 0.86  0.05
O -0.64 -1.19 2.87  -0.30
H -3.01 -3.76 -0.97  0.12
Cl -3.39 5.63 -1.65  0.62
O -3.65 -1.34 -1.25  0.03
C 0.22 -4.43 -1.75  -0.07
H -0.03 -2.83 3.98  0.07
C 3.07 -0.67 -1.38  -0.13
C 2.32 1.45 -1.86  -0.16
C 4.66 1.09 -1.61  -0.05
N -1.76 -0.05 -1.60  0.05
Ni 0.11 -0.16 -1.39  0.47
O 1.47 0.20 2.74  -0.33
C -1.97 -3.64 -1.23  0.01
O 1.30 3.55 -2.36  0.02
C 1.45 2.47 1.85  -0.07
H -2.47 -2.35 4.35  0.08
H -2.06 -0.79 5.06  0.07
C -2.98 3.94 -1.63  -0.69
N 0.01 1.71 -1.76  0.06
C -0.40 -1.81 4.14  -0.34
C 4.38 -0.24 -1.36  -0.05
C 0.92 1.53 2.91  -0.28
C 1.13 2.37 -2.04  -0.47
C -1.64 3.58 -1.74  -0.04
O -0.04 -0.13 0.73  -0.35
C -1.09 -4.70 -1.37  -0.05
C -2.27 1.25 -1.59  -0.17
C -1.51 -2.36 -1.45  -0.16
C 0.61 -3.12 -1.91  -0.15
N 2.05 0.16 -1.64  0.07
H 2.81 -1.69 -1.14  0.02
P 0.59 -0.85 1.88  0.07
H -1.57 -2.28 5.88  0.07
H 2.54 2.51 1.89  0.08
Te 1.97 -2.73 1.56  0.36
C 3.60 1.95 -1.86  0.00
H 1.05 3.48 2.01  0.08
H 5.68 1.46 -1.60  0.11

C4H9NO2 in the gas phase, computed with ωB97M-V/def2-TZVPD.

Values from the calculation:
ΔE to the lowest compared entry with this formula, charge and spin   20.5 kcal per mole
SMILES string   CNC(=O)CCO

Last column: Löwdin charge in e.
CARTESIAN COORDINATES (ANGSTROEM)
H -1.98 -0.12 -0.33  0.12
O -2.61 -1.47 1.02  -0.07
H -0.08 -0.52 2.03  0.13
H -2.63 -1.60 1.98  0.09
H 2.30 1.80 -1.15  0.08
H 0.96 -0.85 -1.18  0.13
C 0.50 0.50 0.29  -0.52
N 1.17 0.05 -0.80  0.01
H 2.87 0.35 -1.98  0.08
O 0.59 1.63 0.71  0.06
C -1.84 -0.31 0.72  -0.25
C 1.98 0.89 -1.66  -0.07
C -0.35 -0.54 0.98  -0.10
H 1.45 1.20 -2.55  0.08
H -0.12 -1.54 0.63  0.11
H -2.22 0.54 1.29  0.12

9 unconnected molecules or ions with the total composition C17H29Br4Cl15O2 in a non-equilibrium geometry, computed with ωB97M-V/def2-TZVPD.

Values from the calculation:
SMILES string   ClC(Cl)Cl.ClC(Cl)Cl.ClC(Cl)Cl.ClC(Cl)Cl.ClC(Cl)Cl.C1CCOC1.C1CCOC1.BrCCBr.BrCCBr

Last column: Löwdin charge in e.
CARTESIAN COORDINATES (ANGSTROEM)
C -9.77 -5.39 -7.80  -0.19
H -12.11 -2.84 -16.11  0.04
C -9.42 -5.87 -6.42  -0.18
H -14.10 0.04 -17.66  0.13
H -8.95 -5.71 -13.56  -0.02
Cl -15.58 -6.67 -9.32  0.56
C -9.17 -6.20 -12.61  -1.52
H -9.01 -7.15 -8.74  0.11
Cl -13.60 -5.71 -7.36  0.55
H -8.40 -6.22 -6.27  0.11
C -12.17 0.27 -15.40  -0.22
H -8.95 -4.75 -8.10  0.11
H -10.59 -6.79 -9.43  0.07
C -13.62 0.53 -15.09  -0.21
H -11.24 -6.77 -5.80  0.09
Cl -7.96 -0.52 -11.54  0.49
C -11.61 -1.89 -11.29  -0.66
C -11.47 -2.21 -9.85  -0.71
H -10.66 -4.76 -7.69  0.09
H -13.74 -1.70 -17.37  0.11
Cl -7.89 -7.40 -12.22  0.52
C -10.30 -7.13 -6.23  -0.19
H -13.83 0.70 -14.03  0.07
C -10.59 -4.10 -16.99  -0.63
H -13.89 1.40 -15.69  0.13
H -12.36 -2.50 -9.29  0.02
H -11.77 -0.43 -14.66  0.08
H -10.52 -2.03 -16.27  0.05
C -14.30 0.91 -8.39  -1.55
H -14.22 0.19 -9.20  -0.08
Cl -15.48 2.15 -8.84  0.52
H -9.62 -5.14 -5.63  0.11
C -11.03 -2.97 -16.05  -0.66
H -11.58 1.16 -15.23  0.13
O -10.52 -7.61 -7.56  -0.17
H -11.16 -5.02 -16.89  0.05
O -12.29 -0.23 -16.72  -0.15
Cl -12.67 1.64 -8.24  0.46
C -6.31 -1.20 -11.85  -1.50
H -10.66 -1.64 -11.77  -0.01
H -5.96 -0.86 -12.83  0.02
Cl -6.46 -2.92 -11.83  0.53
H -14.13 -1.59 -15.04  0.11
Cl -10.67 -7.10 -12.79  0.51
Br -12.82 -0.29 -11.50  0.66
C -14.24 -0.67 -15.61  -0.23
Br -10.45 -0.81 -8.92  0.60
H -9.83 -7.97 -5.73  0.12
Cl -5.08 -0.58 -10.67  0.50
Cl -9.43 -4.96 -11.36  0.53
H -15.33 -0.68 -15.74  0.12
C -15.66 -2.76 -11.52  -1.59
Cl -15.19 -2.67 -9.83  0.53
C -9.98 -6.71 -8.53  -0.23
H -10.80 -3.07 -9.76  0.00
Cl -14.75 0.15 -6.86  0.52
H -12.05 -2.74 -11.82  0.00
H -14.73 -3.05 -12.02  0.00
Cl -13.22 -5.23 -10.06  0.45
Br -10.89 -3.52 -18.88  0.59
Cl -16.82 -4.00 -11.80  0.58
H -9.55 -4.38 -16.81  0.05
Br -10.64 -3.40 -14.17  0.73
H -13.39 -7.45 -8.98  0.03
Cl -16.15 -1.17 -12.16  0.52
C -13.66 -0.68 -16.98  -0.18
C -13.90 -6.49 -8.92  -1.44

no.,HOMO energy (eV),LUMO energy (eV),HOMO-LUMO gap (eV)
1,-4.22,2.51,6.723
2,-4.50,2.07,6.565
3,-8.99,-0.53,8.462
4,-10.29,0.22,10.512
5,-4.66,2.25,6.912
6,-9.72,0.81,10.525
7,-9.49,0.08,9.571